# C5H10N4O2

One molecule with the formula C5H10N4O2 (wB97M-V/def2-TZVPD, the OMol25 dataset).

```
! RIJCOSX wB97M-V def2-TZVPD def2/J DEFGRID3
* xyz 0 1
C -0.037 1.778 0.925
C -0.646 0.954 -0.299
C 0.555 0.500 -1.333
N 1.331 -0.589 -0.672
N 2.534 -0.481 -0.129
O 3.104 0.638 -0.121
C 0.571 -1.808 -0.165
C -0.453 -1.250 0.861
N -1.273 -0.283 0.202
N -2.644 -0.509 0.008
O -3.281 0.252 -0.844
H -0.752 1.650 1.958
H 0.117 2.818 0.602
H 0.918 1.161 1.189
H -1.573 1.573 -0.686
H 1.204 1.279 -1.624
H -0.049 0.020 -2.224
H 1.375 -2.248 0.407
H 0.168 -2.442 -0.976
H -0.060 -0.867 1.768
H -1.109 -2.146 1.153
*
```

Results
SMILES string ... C[C@H]1CN(N=O)CCN1N=O
Energy ... -15396.3417 eV
Energy above the lowest of the compared OMol25 structures with the same formula, charge and spin ... 550.2 kJ/mol
Frontier orbital gap ... 0.35586 hartree
M ... 158.161 Da



# C20H27N2O5SSn

C20H27N2O5SSn as an isolated structure (wB97M-V/def2-TZVPD, the OMol25 dataset).

```
! RIJCOSX wB97M-V def2-TZVPD def2/J DEFGRID3
* xyz -1 1
Sn -0.626 0.308 -0.947
O 3.100 0.932 -4.394
C 2.202 0.677 -3.402
O 1.054 0.434 -3.631
C 2.838 0.748 -2.039
C 4.150 1.164 -1.888
C 4.658 1.279 -0.598
C 3.837 0.973 0.465
C 2.529 0.558 0.205
N 2.046 0.445 -1.019
C 1.596 0.261 1.367
O 2.087 0.262 2.496
O 0.387 0.066 1.048
H 2.582 0.897 -5.211
H 4.747 1.396 -2.756
H 5.676 1.610 -0.435
H 4.149 1.053 1.496
S 0.991 4.075 -1.115
C 0.584 3.672 0.458
N -0.683 3.254 0.755
C -1.121 2.918 1.993
C -0.292 2.991 3.061
C 1.050 3.369 2.826
C 1.472 3.698 1.574
H -1.269 3.048 -0.048
H -2.142 2.577 2.051
H -0.640 2.701 4.040
H 1.755 3.371 3.648
H 2.503 3.950 1.370
C -3.281 -0.036 2.234
C -3.391 -0.628 0.822
C -4.819 -0.443 0.306
C -3.094 -2.124 0.914
O -2.522 0.038 -0.046
H -3.849 -0.621 2.964
H -3.672 0.986 2.240
H -2.230 -0.016 2.532
H -5.555 -0.906 0.972
H -4.911 -0.888 -0.688
H -5.038 0.624 0.221
H -3.788 -2.633 1.589
H -2.076 -2.270 1.283
H -3.175 -2.573 -0.077
C -0.166 -4.190 -2.044
C -0.237 -2.997 -1.085
C 0.849 -3.125 -0.019
C -0.127 -1.669 -1.839
H -0.233 -5.144 -1.509
H 0.781 -4.176 -2.596
H -0.978 -4.151 -2.774
H -1.198 -3.043 -0.591
H 1.840 -3.096 -0.486
H 0.760 -4.065 0.536
H 0.794 -2.303 0.695
H -0.800 -1.677 -2.708
H 0.894 -1.559 -2.216
*
```

Results
Energy ... -51065.9998 eV
Energy above the lowest of the compared OMol25 structures with the same formula, charge and spin ... 0.0 kJ/mol
Frontier orbital gap ... 0.22868 hartree
M ... 526.223 Da



# C28H20N3O7ReS2

C28H20N3O7ReS2 as an isolated structure (wB97M-V/def2-TZVPD, the OMol25 dataset).

```
! RIJCOSX wB97M-V def2-TZVPD def2/J DEFGRID3
* xyz -1 2
Re -0.789 -0.675 -0.295
C -0.445 -1.279 -4.755
O 0.543 -0.256 -4.867
C 1.447 -0.053 -3.866
C 2.632 0.544 -4.246
C 3.649 0.799 -3.323
C 3.494 0.415 -2.017
C 2.292 -0.164 -1.583
C 2.232 -0.749 -0.279
N 1.139 -1.154 0.280
N 1.234 -2.025 1.332
C 0.167 -2.797 1.377
O -0.783 -2.765 0.520
C 0.134 -3.803 2.469
C 0.970 -3.661 3.576
C 0.902 -4.568 4.619
C 0.007 -5.628 4.563
C -0.823 -5.774 3.461
C -0.765 -4.862 2.418
C 1.217 -0.366 -2.495
O 0.060 -0.835 -2.123
H -0.813 -1.436 -5.768
H -1.269 -0.988 -4.108
H -0.010 -2.206 -4.377
H 2.754 0.805 -5.289
H 4.568 1.266 -3.652
H 4.286 0.568 -1.294
H 3.173 -0.991 0.209
H 1.654 -2.826 3.604
H 1.545 -4.445 5.482
H -0.051 -6.333 5.384
H -1.523 -6.599 3.420
H -1.419 -4.951 1.562
S -2.830 -0.236 -1.515
C -2.281 1.107 -2.499
C -2.949 1.417 -3.688
C -2.552 2.482 -4.474
C -1.469 3.266 -4.088
C -0.803 2.983 -2.911
C -1.204 1.915 -2.105
S -0.397 1.657 -0.574
H -3.780 0.787 -3.982
H -3.078 2.700 -5.395
H -1.151 4.102 -4.699
H 0.041 3.580 -2.587
O -2.840 -0.170 3.379
C -1.985 0.162 2.582
O -1.681 -0.515 1.521
C -1.209 1.436 2.843
C -1.923 2.577 3.196
C -1.269 3.776 3.390
C 0.113 3.821 3.247
C 0.844 2.681 2.942
C 0.176 1.488 2.740
N 0.804 5.083 3.429
O 2.011 5.112 3.259
O 0.149 6.062 3.748
H -2.996 2.496 3.304
H -1.798 4.682 3.644
H 1.918 2.753 2.858
H 0.729 0.588 2.497
*
```

Results
Energy ... -71965.4011 eV
Energy above the lowest of the compared OMol25 structures with the same formula, charge and spin ... 70.7 kJ/mol
Frontier orbital gap (spin up / spin down) ... 0.22107 / 0.22732 hartree
M ... 760.823 Da



# C24H53N2O7

A 5-piece molecular cluster, C24H53N2O7 overall (wB97M-V/def2-TZVPD, the OMol25 dataset).

```
! RIJCOSX wB97M-V def2-TZVPD def2/J DEFGRID3
* xyz 1 1
O -6.672 -3.418 -1.602
C -5.584 -3.793 -1.466
N -4.464 -4.269 -1.323
C -3.402 -3.577 -0.630
C -2.058 -4.224 -0.985
C -1.967 -5.757 -0.866
C -2.244 -6.197 0.541
O -3.328 -6.441 1.004
O -1.121 -6.225 1.285
C -3.269 -2.048 -0.908
C -3.298 -1.320 0.452
C -2.893 -2.424 1.428
N -3.674 -3.568 0.866
H -1.243 -3.741 -0.440
H -1.937 -3.970 -2.042
H -2.613 -6.248 -1.596
H -0.942 -6.057 -1.097
H -1.321 -6.028 2.213
H -3.945 -1.658 -1.670
H -2.269 -1.873 -1.320
H -2.588 -0.493 0.473
H -4.290 -0.938 0.715
H -3.163 -2.250 2.470
H -1.818 -2.610 1.398
H -4.651 -3.312 1.036
H -3.582 -4.484 1.328
C 2.456 -2.643 -1.044
C 1.207 -2.557 -1.896
O 0.180 -1.791 -1.271
C 0.509 -0.434 -0.972
C 0.857 0.401 -2.187
H 2.205 -3.056 -0.066
H 3.213 -3.272 -1.511
H 2.895 -1.660 -0.882
H 0.780 -3.552 -2.038
H 1.431 -2.167 -2.893
H 1.304 -0.397 -0.223
H -0.387 -0.026 -0.497
H 1.753 0.038 -2.693
H 1.042 1.431 -1.882
H 0.037 0.397 -2.907
C 3.476 -0.447 4.050
C 2.570 -0.027 2.909
O 2.003 -1.112 2.182
C 1.190 -2.003 2.912
C -0.029 -1.355 3.550
H 4.288 -1.076 3.683
H 3.904 0.439 4.519
H 2.942 -1.005 4.821
H 3.144 0.536 2.175
H 1.782 0.644 3.269
H 1.776 -2.537 3.668
H 0.868 -2.750 2.180
H 0.243 -0.609 4.295
H -0.636 -2.112 4.052
H -0.639 -0.857 2.790
C 4.850 5.383 3.504
C 4.659 4.201 2.570
O 3.392 3.569 2.683
C 2.264 4.381 2.410
C 2.237 4.960 1.006
H 4.705 5.079 4.541
H 5.860 5.779 3.395
H 4.153 6.194 3.289
H 5.381 3.421 2.812
H 4.849 4.498 1.533
H 2.175 5.180 3.154
H 1.406 3.722 2.551
H 3.073 5.636 0.824
H 1.317 5.526 0.856
H 2.282 4.163 0.262
C 0.065 4.426 -3.113
C -0.215 3.328 -4.125
O -1.467 2.685 -3.951
C -2.612 3.516 -4.059
C -2.756 4.208 -5.402
H 0.008 4.033 -2.095
H 1.064 4.833 -3.274
H -0.644 5.250 -3.192
H 0.526 2.537 -4.014
H -0.113 3.713 -5.144
H -2.630 4.252 -3.246
H -3.458 2.848 -3.898
H -1.935 4.898 -5.600
H -3.683 4.783 -5.424
H -2.782 3.476 -6.210
*
```

Results
Energy ... -43053.1740 eV
Energy above the lowest of the compared OMol25 structures with the same formula, charge and spin ... 0.0 kJ/mol
Frontier orbital gap ... 0.31549 hartree
M ... 481.695 Da